{"formula": "C18H45ClLiN3O6", "method": "ωB97M-V/def2-TZVPD", "lumo_ha": 0.01570, "homo_energy_ev": -8.3, "largest_force_ev_per_a": 2.07, "e_above_lowest_kcal_mol": 9.45, "gap_ev": 8.714, "total_charge": 0, "elements": ["Li", "Cl", "C", "O", "C", "C", "N", "C", "C", "O", "C", "H", "H", "H", "H", "H", "H", "H", "H", "H", "H", "H", "H", "H", "H", "H", "C", "O", "C", "C", "N", "C", "C", "O", "C", "H", "H", "H", "H", "H", "H", "H", "H", "H", "H", "H", "H", "H", "H", "H", "C", "O", "C", "C", "N", "C", "C", "O", "C", "H", "H", "H", "H", "H", "H", "H", "H", "H", "H", "H", "H", "H", "H", "H"], "coordinates": [[1.853, -0.133, -1.373], [3.701, 1.237, -1.362], [2.863, 0.015, 2.466], [1.462, -0.150, 2.590], [1.014, -0.365, 3.927], [-0.510, -0.501, 3.939], [-1.122, 0.818, 4.018], [-2.580, 0.727, 3.978], [-3.184, 2.138, 4.076], [-4.576, 2.213, 3.846], [-5.375, 1.317, 4.581], [3.199, 0.979, 2.850], [3.131, -0.007, 1.407], [3.404, -0.815, 2.931], [1.368, 0.448, 4.565], [1.446, -1.314, 4.267], [-0.765, -0.980, 4.885], [-0.779, -0.986, 2.992], [-0.765, 1.428, 3.290], [-2.860, 0.187, 4.885], [-2.895, 0.206, 3.063], [-2.792, 2.821, 3.325], [-2.917, 2.461, 5.089], [-6.419, 1.500, 4.340], [-5.251, 1.406, 5.667], [-5.108, 0.287, 4.322], [-0.366, -4.330, -4.734], [0.063, -3.033, -4.390], [1.178, -3.034, -3.528], [1.875, -1.672, -3.672], [0.957, -0.595, -3.188], [1.293, 0.615, -3.955], [0.557, 1.848, -3.446], [-0.840, 1.614, -3.344], [-1.524, 1.719, -4.569], [-1.368, -4.283, -5.148], [-0.337, -5.004, -3.867], [0.367, -4.793, -5.408], [1.938, -3.760, -3.838], [0.895, -3.224, -2.491], [2.180, -1.601, -4.721], [2.814, -1.683, -3.114], [0.105, -0.973, -3.597], [1.106, 0.464, -5.029], [2.370, 0.796, -3.950], [0.730, 2.699, -4.111], [0.942, 2.099, -2.457], [-1.279, 0.935, -5.291], [-1.376, 2.701, -5.028], [-2.592, 1.617, -4.377], [3.309, -2.659, -0.193], [2.118, -2.026, -0.587], [0.982, -2.349, 0.220], [-0.140, -1.370, -0.136], [0.346, 0.009, -0.011], [-0.713, 1.000, -0.013], [-0.213, 2.421, 0.208], [-0.221, 2.795, 1.570], [-0.070, 4.204, 1.736], [4.148, -2.090, -0.602], [3.364, -3.683, -0.576], [3.483, -2.656, 0.887], [1.176, -2.247, 1.291], [0.643, -3.378, 0.074], [-0.987, -1.477, 0.552], [-0.421, -1.611, -1.163], [0.824, 0.048, 0.907], [-1.468, 0.807, 0.770], [-1.268, 0.932, -0.951], [-0.821, 3.100, -0.398], [0.800, 2.510, -0.205], [-1.030, 4.721, 1.644], [0.609, 4.515, 0.940], [0.318, 4.425, 2.727]], "lowdin_charge": [0.415, -0.411, -0.084, -0.262, -0.189, -0.193, -0.069, -0.226, -0.207, -0.188, -0.122, 0.099, 0.052, 0.091, 0.130, 0.121, 0.124, 0.112, 0.084, 0.113, 0.119, 0.119, 0.124, 0.087, 0.090, 0.077, -0.102, -0.193, -0.221, -0.189, -0.070, -0.238, -0.203, -0.203, -0.111, 0.090, 0.088, 0.091, 0.129, 0.110, 0.126, 0.108, 0.104, 0.120, 0.092, 0.127, 0.082, 0.085, 0.089, 0.088, -0.096, -0.282, -0.195, -0.188, -0.105, -0.182, -0.217, -0.214, -0.084, 0.090, 0.095, 0.089, 0.114, 0.127, 0.119, 0.107, 0.085, 0.119, 0.114, 0.127, 0.107, 0.087, 0.089, 0.088]}